No. 1
{
  "formula": "C14H20N6O2S",
  "method": "the ωB97M-V functional and the def2-TZVPD basis",
  "total_energy_ev": -38710.5643,
  "spin_multiplicity": 1,
  "gap_ha": 0.301,
  "relative_energy_kj_mol": 0.0,
  "mol_weight_g_mol": 336.4,
  "elements": ["C", "O", "C", "C", "C", "C", "N", "C", "N", "C", "N", "O", "N", "C", "N", "C", "N", "C", "C", "S", "C", "C", "C", "H", "H", "H", "H", "H", "H", "H", "H", "H", "H", "H", "H", "H", "H", "H", "H", "H", "H", "H", "H"],
  "coordinates": [[-1.207109, -2.781811, 1.551958], [-1.237618, -2.044166, 0.358394], [-2.491102, -2.098303, -0.287662], [-2.503584, -1.160695, -1.499687], [-1.205482, -1.272062, -2.310678], [-0.296636, -0.153186, -1.760769], [-1.092949, 0.576174, -0.784363], [-0.735494, 0.679697, 0.520197], [-1.697914, 0.762167, 1.407805], [-1.332452, 0.550012, 2.682790], [-2.060899, 0.450621, 3.768302], [-1.216133, 0.021019, 4.729570], [0.045833, -0.150916, 4.291554], [0.023472, 0.179530, 3.024536], [1.029611, 0.347961, 2.146428], [0.678568, 0.710902, 0.941244], [1.676945, 1.115646, 0.095203], [1.467106, 2.268175, -0.764466], [2.309588, 2.191562, -2.029785], [4.082149, 2.244960, -1.624294], [4.030744, 0.807278, -0.511004], [3.033970, 1.026373, 0.613211], [-2.490699, 0.312119, -1.083135], [-1.947127, -2.406565, 2.269368], [-0.207457, -2.667205, 1.968144], [-1.406348, -3.844659, 1.366365], [-2.687730, -3.132057, -0.617825], [-3.288335, -1.808525, 0.412784], [-3.384608, -1.396627, -2.098360], [-1.405235, -1.114294, -3.369970], [-0.745398, -2.248897, -2.184494], [0.597941, -0.558490, -1.291878], [-0.008284, 0.524885, -2.570066], [0.410163, 2.343633, -1.022509], [1.750779, 3.180891, -0.217735], [2.111090, 3.049369, -2.669199], [2.126079, 1.270731, -2.582962], [5.035462, 0.691830, -0.110303], [3.771346, -0.070021, -1.105007], [3.065234, 0.187809, 1.310475], [3.294329, 1.938731, 1.165816], [-2.792520, 0.949055, -1.919912], [-3.099294, 0.527348, -0.208085]],
  "forces_ev_per_a": [[-0.004, -0.148, 0.204], [0.049, 0.162, -0.345], [-0.243, -0.038, -0.169], [0.149, -0.045, 0.313], [-0.126, -0.024, -0.014], [0.430, -0.193, -0.324], [0.075, 0.202, 0.069], [-1.118, 0.228, 0.526], [0.012, 0.229, -0.607], [1.202, -0.638, 1.186], [-0.521, 0.234, -0.841], [-0.030, -0.042, 0.215], [0.901, -0.009, -0.442], [-1.776, 0.290, 0.516], [0.347, 0.063, -0.491], [0.709, -0.210, 0.928], [0.080, -0.121, -0.150], [-0.226, 0.295, -0.344], [0.440, 0.044, 0.246], [-0.088, -0.141, -0.080], [-0.086, 0.480, -0.214], [0.299, -0.406, 0.115], [-0.476, -0.060, -0.073], [0.044, 0.002, -0.003], [-0.042, -0.054, 0.067], [0.021, 0.017, 0.013], [0.012, 0.095, 0.042], [0.051, -0.047, -0.025], [0.003, 0.012, 0.022], [0.029, -0.019, -0.013], [0.048, -0.044, -0.066], [-0.062, 0.069, -0.127], [0.101, -0.084, 0.068], [0.083, -0.006, 0.027], [-0.089, -0.082, -0.049], [-0.049, -0.006, -0.038], [-0.144, 0.047, -0.029], [0.010, -0.057, 0.025], [0.040, -0.095, 0.107], [0.077, 0.159, -0.102], [-0.042, -0.080, 0.032], [-0.057, -0.007, 0.036], [-0.035, 0.026, -0.213]]
}

No. 2
{
  "formula": "C14H21B2N2O6",
  "method": "the ωB97M-V functional and the def2-TZVPD basis",
  "total_energy_ev": -31461.2890,
  "spin_multiplicity": 1,
  "gap_ha": 0.236,
  "mol_weight_g_mol": 335.0,
  "total_charge": 1,
  "elements": ["C", "O", "B", "O", "N", "C", "N", "C", "O", "B", "O", "O", "C", "C", "C", "C", "C", "C", "C", "C", "H", "H", "H", "H", "H", "H", "H", "H", "H", "H", "H", "H", "H", "H", "H", "C", "C", "O", "C", "H", "H", "H", "H", "H", "H"],
  "coordinates": [[1.736808, -3.107741, 2.526611], [1.692533, -3.567343, 1.130025], [0.370183, -3.226132, 0.522671], [-0.646524, -4.297078, 0.469710], [0.226374, -1.816026, -0.027011], [1.245620, -0.693248, 0.142422], [0.782114, 0.583798, -0.589048], [-0.560003, 0.421485, -1.264859], [-1.389806, 1.320022, -2.078567], [-0.968644, 2.730183, -1.979233], [-1.747361, 3.847865, -1.411017], [0.401985, 3.043958, -2.518578], [-0.862396, -1.147158, -0.840555], [-2.291825, -1.856751, -1.322458], [-3.478008, -1.015365, -0.499009], [-3.245623, -0.912370, 1.153897], [-4.266420, -0.101261, 2.148911], [-5.557406, 0.653685, 1.429712], [-5.819802, 0.538989, -0.216437], [-4.769233, -0.299425, -1.212570], [2.777648, -2.582362, 2.739491], [0.839045, -2.360969, 2.685963], [1.677445, -4.003485, 3.308812], [-0.996085, -4.441984, 1.411305], [2.276470, -0.707001, 0.725278], [1.367465, 1.447350, -0.589646], [-1.131325, 4.655980, -1.516066], [0.908012, 3.313104, -1.674893], [-2.408747, -1.777246, -2.492424], [-2.365162, -2.973994, -0.982438], [-2.285617, -1.441603, 1.626951], [-4.043777, -0.042460, 3.315016], [-6.278054, 1.264966, 2.124187], [-6.751811, 1.099787, -0.680896], [-4.919967, -0.365396, -2.380481], [4.833924, 1.801477, 0.961269], [4.492529, 1.966267, -0.495572], [3.375324, 2.337816, -0.851545], [5.570893, 1.659007, -1.499892], [3.960423, 2.058137, 1.569922], [5.108144, 0.763029, 1.163388], [5.655341, 2.470964, 1.228380], [5.877924, 0.614220, -1.407484], [6.425135, 2.322268, -1.342408], [5.182254, 1.822040, -2.510834]],
  "forces_ev_per_a": [[0.382, 0.302, 1.234], [-3.219, 1.634, -0.263], [1.270, -3.166, 1.271], [1.346, 3.439, 1.619], [0.395, 6.811, -2.195], [-2.424, 1.386, -2.066], [-1.785, -4.503, 0.804], [1.355, -5.015, 2.358], [3.000, -0.665, 3.338], [1.021, 2.293, -0.150], [3.309, -2.075, -1.757], [-2.057, -0.657, 3.692], [-0.618, 2.232, -1.574], [-0.153, 0.948, 1.208], [-2.129, 1.808, 2.019], [-2.854, 1.731, -1.047], [-0.331, -0.288, -4.907], [2.618, -2.230, -2.224], [3.135, -1.516, 1.828], [1.047, 0.218, 4.663], [-2.273, -0.917, -0.581], [1.887, -1.288, 0.211], [-0.115, 1.817, -1.916], [0.803, -0.026, -1.919], [-2.651, -0.143, -1.480], [-0.141, -0.990, -0.011], [-1.571, -1.716, 0.126], [-0.622, -0.098, -2.161], [0.287, -0.023, 2.493], [0.466, 2.174, -0.704], [-2.358, 1.262, -1.185], [-0.650, -0.108, -2.895], [1.474, -1.336, -1.724], [2.226, -1.369, 1.091], [0.275, 0.184, 2.749], [-0.562, 0.130, 0.098], [-0.682, 0.289, -0.333], [0.527, -0.503, 0.357], [-0.445, 0.217, -0.401], [0.186, -0.003, -0.103], [0.261, 0.120, -0.003], [0.065, -0.240, -0.002], [0.172, 0.134, 0.113], [0.052, -0.222, 0.086], [0.085, -0.030, 0.244]]
}

Number 1: HOMO level -8.41 eV. Number 2: HOMO level -10.84 eV.